A 2-piece molecular cluster, C4H10NO overall at a distorted geometry. Source: OMol25; level of theory: wB97M-V/def2-TZVPD.

Structure (XYZ):
```
16
Properties=species:S:1:pos:R:3
C 1.09488 -1.05940 -1.05331
H -1.42948 -2.33761 -1.60719
H 0.23965 0.07730 2.61759
C 0.51900 0.01386 1.58169
H -1.29204 0.26052 0.88121
H 0.07625 3.65211 0.41914
H 1.08886 -1.58193 -2.00882
H 1.52552 0.25640 1.24456
C -0.29184 -0.94382 -0.52073
N -0.41938 -0.25105 0.73558
H 1.77490 -1.55497 -0.35934
H 0.88748 2.76514 -0.45329
H 1.52723 -0.07022 -1.24757
H -2.33708 -0.97018 -0.63944
C -1.43413 -1.41977 -1.03544
O 0.22387 2.72841 0.25697
```

Lowest unoccupied orbital energy (eV): -5.5
Kohn-Sham gap (Ha): 0.32004
Maximum force (eV/Å): 1.5
Total charge: +1
Total energy (eV): -7839.0264


A 2-piece molecular cluster, C4H10NO2 overall at a distorted geometry. Source: OMol25; level of theory: wB97M-V/def2-TZVPD.

Structure (XYZ):
```
17
Properties=species:S:1:pos:R:3
H 0.61614 0.35178 1.35411
H -0.31207 0.93362 -0.89151
H 0.74052 2.27782 -0.50338
O -2.05423 0.17116 0.94540
H 2.11012 1.26465 1.42809
H 1.43405 -0.64049 -0.83742
C 1.66904 0.33052 1.06150
H 2.70111 0.68494 -0.79348
C 1.70007 0.35452 -0.48380
N -2.91809 -1.85279 0.32561
O -0.84150 -1.24535 -0.32632
C -1.85281 -0.89303 0.32146
H 2.14179 -0.54318 1.50442
H 0.88313 1.48017 -2.10978
H -3.84634 -1.53703 0.52651
H -2.86220 -2.46069 -0.47464
C 0.69127 1.32337 -1.04676
```

Lowest unoccupied orbital energy (eV): 4.3
Kohn-Sham gap (Ha): 0.31086
Maximum force (eV/Å): 1.1
Total charge: -1
Total energy (eV): -9897.3346


A 2-piece molecular cluster, C4H10NO2 overall at a distorted geometry. Source: OMol25; level of theory: wB97M-V/def2-TZVPD.

Structure (XYZ):
```
17
Properties=species:S:1:pos:R:3
O -0.41358 -0.81378 0.71666
H -2.66214 -1.34106 -0.96707
H 1.88118 1.11240 2.04593
H -3.46982 -0.00880 -0.17704
C -2.62911 -0.69486 -0.04629
C -1.29743 0.01705 0.02483
H 0.51243 -0.17705 1.11562
C 1.71121 0.84467 0.16297
H -2.82798 -1.23444 0.91486
H 1.15455 -0.89632 -0.97925
H 2.96529 -0.72628 -0.80874
C 2.00516 -0.16951 -0.94111
H -1.35726 1.01095 0.56419
O 1.51674 2.03181 -0.15745
N 1.78235 0.36231 1.41414
H -0.93624 0.28529 -0.98363
H 2.06465 0.39762 -1.89861
```

Lowest unoccupied orbital energy (spin up / spin down) (eV): 0.9 / -3.6
Kohn-Sham gap (spin up / spin down) (Ha): 0.41234 / 0.23877
2S+1: 2
Maximum force (eV/Å): 4.3
Total charge: 0
Total energy (eV): -9891.7613


An isolated ion of composition C4H10NO2 and charge +1 at a distorted geometry. Source: OMol25; level of theory: wB97M-V/def2-TZVPD.

Structure (XYZ):
```
17
Properties=species:S:1:pos:R:3
H 2.17351 0.30889 -0.54955
H 0.48268 -0.59889 1.38153
C 1.79470 1.24189 -0.09087
H -3.25464 -0.84901 -0.14030
H 1.11875 -1.31011 -0.86849
O -2.31388 -0.75260 -0.28066
C -1.66856 -0.34047 0.83344
C -0.12204 -0.33222 0.51615
C 0.24900 1.04665 -0.02810
H -0.31167 -1.07310 -1.41608
O -2.07245 0.24442 1.77831
H 2.06065 2.04353 -0.75451
H -0.15851 -2.31893 -0.30105
H -0.09059 1.10547 -1.06753
H -0.22386 1.77611 0.62845
N 0.14504 -1.38212 -0.55877
H 2.19188 1.19051 0.91803
```

Lowest unoccupied orbital energy (eV): -3.7
Kohn-Sham gap (Ha): 0.42340
Maximum force (eV/Å): 2.6
Total charge: +1
Total energy (eV): -9888.5719


An isolated ion of composition C4H10NO2 and charge +1 at a distorted geometry. Source: OMol25; level of theory: wB97M-V/def2-TZVPD.

Structure (XYZ):
```
17
Properties=species:S:1:pos:R:3
C 0.53645 -0.32447 0.17934
H -0.00528 -2.13649 -0.80846
C -1.62706 -0.65853 -1.10721
C -0.55106 -1.33268 -0.32240
O 0.86081 1.59724 1.46735
H -1.03242 1.13220 0.83039
H -2.64453 -0.53765 -0.72360
H 1.33207 -0.86247 0.69881
H -0.38026 0.11858 2.16434
O -1.35018 0.17143 -1.95790
N 1.18176 0.36541 -0.98411
H 1.91258 0.93242 -0.51985
C -0.14362 0.58506 1.21203
H -1.00927 -1.78782 0.55586
H 0.68792 1.86410 2.36512
H 0.55938 1.07506 -1.37912
H 1.67269 -0.20140 -1.67061
```

Lowest unoccupied orbital energy (eV): -3.5
Kohn-Sham gap (Ha): 0.40077
Maximum force (eV/Å): 3.0
Total charge: +1
Total energy (eV): -9887.6179


An isolated ion of composition C4H10NO2 and charge +2 at a distorted geometry. Source: OMol25; level of theory: wB97M-V/def2-TZVPD.

Structure (XYZ):
```
17
Properties=species:S:1:pos:R:3
C -1.23064 -0.24741 0.15300
O -0.04954 1.76897 -0.63059
C -1.13746 1.18094 -0.29637
H -2.20239 -0.24474 0.69547
H 0.13682 -0.04985 1.74353
H 2.37371 0.42188 0.36528
H 2.15308 0.20468 -1.31907
H 0.71760 -1.74849 -0.82930
O -2.27244 1.61248 -0.57222
C -0.13052 -0.78783 0.95905
N 1.71597 0.07813 -0.36036
H 1.95679 -1.82433 0.60256
C 1.18547 -1.16814 0.05084
H -2.06306 2.52127 -0.90365
H 0.76885 0.75228 -0.42906
H -0.48576 -1.62271 1.48648
H -1.43646 -0.84713 -0.71561
```

Lowest unoccupied orbital energy (spin up / spin down) (eV): -9.0 / -15.2
Kohn-Sham gap (spin up / spin down) (Ha): 0.47232 / 0.24404
2S+1: 2
Maximum force (eV/Å): 3.4
Total charge: +2
Total energy (eV): -9873.0470


One molecule with the formula C4H10NO2PS at a distorted geometry. Source: OMol25; level of theory: wB97M-V/def2-TZVPD.

Structure (XYZ):
```
19
Properties=species:S:1:pos:R:3
C -0.95817 0.08664 -1.06020
C 3.33398 0.84296 -0.77407
N -2.82048 -0.38245 0.31203
P 1.07140 0.52210 0.79474
H -4.11168 -0.09120 1.62437
H 3.12662 1.62036 -1.50002
S 1.58247 -1.58841 0.69569
C -1.58577 -0.85656 -0.10836
C -3.15334 -0.47535 1.50819
H -1.59994 0.94873 -1.38607
H 4.37452 0.71985 -0.30994
O 0.22100 0.74964 -0.58740
H -0.56073 -0.34956 -1.99534
H -1.71049 -1.79929 -0.54893
H 3.20192 -0.18208 -1.22180
O 2.47182 1.16486 0.33891
H 2.09641 -1.51639 1.84062
H -0.92463 -1.15592 0.67361
H -2.48827 -0.61098 2.34734
```

Lowest unoccupied orbital energy (eV): 0.7
Kohn-Sham gap (Ha): 0.34930
Maximum force (eV/Å): 3.0
Total charge: 0
Total energy (eV): -30018.0205


A 2-piece molecular cluster, C4H10NO2S overall at a distorted geometry. Source: OMol25; level of theory: wB97M-V/def2-TZVPD.

Structure (XYZ):
```
18
Properties=species:S:1:pos:R:3
H -0.73430 -0.99557 -1.65348
O 0.94959 0.28497 -2.58169
H -0.24498 2.27609 -0.26434
C -1.09764 -1.49247 0.97282
H -0.47609 0.55764 0.80499
H 1.78931 -1.49966 1.81657
O 2.04149 -0.56038 1.86549
H 0.71000 2.95376 -1.58797
H -2.11634 0.29908 0.39507
H -0.84556 -1.18487 1.99042
H 1.35401 1.81139 -0.41984
C 0.45694 2.03163 -1.05603
N -0.78375 -0.09656 -1.18231
C -1.10021 -0.13876 0.21044
C 0.21926 0.71882 -1.71028
S 0.22142 -2.64093 0.28115
H 1.63170 -0.17885 1.09952
H -1.97484 -2.14534 1.01945
```

Lowest unoccupied orbital energy (eV): 3.5
Kohn-Sham gap (Ha): 0.24084
Maximum force (eV/Å): 2.8
Total charge: -1
Total energy (eV): -20731.6547


A 2-piece molecular cluster, C4H10NO3 overall at a distorted geometry. Source: OMol25; level of theory: wB97M-V/def2-TZVPD.

Structure (XYZ):
```
18
Properties=species:S:1:pos:R:3
H -1.15528 1.67776 2.16124
H 0.28450 -0.98555 1.87664
C -0.91520 0.77563 1.61043
C -0.96385 -1.00692 -0.82499
H -1.97336 -0.70497 -1.17039
H -0.96400 -1.34685 0.21905
H 2.19441 -1.28205 -0.36546
N -0.27078 0.40763 -0.69959
H 1.12762 0.47210 2.30847
H 0.25058 0.77271 -1.48630
O 2.33076 -1.38980 -1.31021
H 1.39881 -1.55083 -1.62188
H -1.84687 0.22063 1.52359
H -0.10607 -0.22576 3.38983
O -0.34753 -1.82147 -1.65416
C 0.15253 -0.01200 2.35971
O 0.04976 2.45629 0.21136
C -0.35626 1.28950 0.29579
```

Lowest unoccupied orbital energy (eV): 3.8
Kohn-Sham gap (Ha): 0.27996
Maximum force (eV/Å): 1.1
Total charge: -1
Total energy (eV): -11944.0178


C4H10NO3 as an isolated structure at a distorted geometry. Source: OMol25; level of theory: wB97M-V/def2-TZVPD.

Structure (XYZ):
```
18
Properties=species:S:1:pos:R:3
C -1.95371 0.35842 0.26381
H -2.73706 0.94329 -0.18468
H -0.21483 -1.22285 -0.56389
H -3.58513 -0.91434 0.75591
H 0.65778 -0.09611 0.67929
C 3.13533 -0.58039 -0.36968
H 2.50450 1.75445 -0.00800
N -0.72097 0.76143 -0.60864
H 1.01483 1.91991 -0.46425
H 2.49480 -0.13255 -1.20790
C -2.58378 -1.06017 0.37359
O 1.82440 2.41802 -0.25627
H -1.88121 0.76015 1.27752
C -0.11664 -0.23477 -0.09357
H -2.65311 -1.50892 -0.61459
H -1.96637 -1.71006 0.99187
O 3.60407 0.35302 0.32133
O 3.17710 -1.80853 -0.29186
```

Lowest unoccupied orbital energy (eV): 2.9
Kohn-Sham gap (Ha): 0.26777
Maximum force (eV/Å): 2.2
Total charge: -1
Total energy (eV): -11940.5295


For reference, relative energy (zero: lowest compared OMol25 entry of this formula, charge and spin) by record: 221.0, 10.7, 191.1, 98.0, 190.1, 166.6, 160.6, 123.8, 133.1, 469.6 kJ/mol.